{"formula": "C8H22N7", "method": "ωB97M-V with the def2-TZVPD basis set", "symbols": ["C", "C", "C", "C", "C", "C", "C", "C", "N", "N", "N", "N", "N", "N", "N", "H", "H", "H", "H", "H", "H", "H", "H", "H", "H", "H", "H", "H", "H", "H", "H", "H", "H", "H", "H", "H", "H"], "xyz": [[-1.14588, 3.44426, 0.15815], [-3.49621, -1.92824, -0.47510], [-2.36729, -1.26212, 1.58286], [3.61103, 0.06623, 1.11609], [2.67854, 0.17903, -1.71778], [-0.98977, 2.04901, -0.36067], [0.32601, 1.45343, 0.19022], [-2.17349, -1.95233, 0.23224], [2.08359, -1.84863, 0.52480], [2.36635, -0.47615, 0.69353], [0.52021, 0.31848, -0.71742], [-0.03277, -0.92406, -0.10313], [1.39077, -1.56095, -0.74271], [-1.18867, -1.21289, -0.60457], [1.90047, -0.27680, -0.61460], [-0.46521, 3.78067, 0.93265], [-1.06047, 4.10612, -0.73225], [-2.14987, 3.43310, 0.57696], [-4.17067, -2.47465, 0.14294], [-3.87046, -0.80582, -0.60945], [-3.48177, -2.22111, -1.53649], [-2.79142, -0.19161, 1.52096], [-1.39250, -1.08660, 2.14268], [-2.99754, -1.96247, 2.33830], [3.79387, 1.04736, 0.61704], [3.61296, 0.14297, 2.28533], [4.42542, -0.56758, 0.72926], [1.99583, 0.62606, -2.31644], [3.59229, 0.73048, -1.40116], [2.99617, -0.77728, -2.22365], [-0.83743, 2.19994, -1.34411], [-1.75804, 1.41898, -0.19789], [1.22587, 1.98371, -0.14599], [0.26022, 1.15160, 1.20105], [-1.93010, -2.98651, 0.28621], [2.98487, -2.39618, 0.21888], [-1.46493, -1.21948, -1.64673]], "forces_ev_per_angstrom": [[-1.379, 0.870, -0.215], [-0.581, 3.387, -1.644], [0.251, -0.081, 2.802], [1.303, 0.023, 1.127], [4.154, -2.230, 0.273], [4.205, 1.839, 2.611], [-0.617, -0.456, -3.220], [-0.333, 1.582, -0.088], [2.000, -3.945, -0.504], [-1.133, 1.160, 0.135], [0.138, -1.044, 1.338], [1.159, 0.544, -1.186], [-0.673, -2.407, 2.331], [-1.909, -0.811, -1.651], [-2.200, 2.780, -0.706], [0.207, -0.175, 0.047], [-0.308, 0.061, 1.043], [-0.109, 1.034, 0.039], [-0.846, -0.406, -0.051], [0.586, -2.155, 0.773], [0.088, -0.737, 0.494], [0.141, -1.881, -0.215], [-0.960, -0.538, -0.793], [1.199, 1.835, -1.955], [-0.519, -0.487, 0.846], [0.150, -0.042, -2.385], [0.185, -0.001, 0.523], [-1.450, 1.932, -2.093], [-0.985, -0.080, -0.430], [0.019, 1.114, 0.324], [0.303, -0.333, -3.552], [-2.615, -2.009, 0.708], [-0.372, 1.121, 0.945], [0.387, -0.145, 1.151], [0.795, -0.843, 0.543], [-1.601, 1.184, 0.704], [1.321, 0.342, 1.934]], "nbo_charge": [-0.614, -0.609, -0.640, -0.460, -0.443, -0.393, -0.240, -0.076, -0.273, -0.129, -0.102, 0.025, -0.048, -0.403, 0.147, 0.213, 0.220, 0.224, 0.240, 0.204, 0.218, 0.221, 0.229, 0.245, 0.238, 0.269, 0.198, 0.255, 0.244, 0.260, 0.208, 0.209, 0.201, 0.225, 0.206, 0.339, 0.390], "multiplicity": 1, "smiles": "CCCN1N(NC(C)C)N2NN(C)[N@+]12C", "charge": 1}



{"formula": "C8H23Cl2N7O14", "method": "ωB97M-V with the def2-TZVPD basis set", "symbols": ["C", "N", "O", "O", "H", "H", "H", "C", "N", "O", "O", "H", "H", "H", "C", "N", "O", "O", "H", "H", "H", "C", "N", "O", "O", "H", "H", "H", "C", "N", "O", "O", "H", "H", "H", "C", "N", "O", "O", "H", "H", "H", "C", "N", "O", "O", "H", "H", "H", "C", "Cl", "Cl", "H", "H"], "xyz": [[-0.34931, -2.31431, 3.60557], [-1.63917, -3.02767, 3.91675], [-2.66489, -2.40377, 3.77653], [-1.55983, -4.16552, 4.30956], [-0.53083, -1.25398, 3.54620], [0.01482, -2.75342, 2.68134], [0.29205, -2.56735, 4.44477], [4.62631, 4.29847, 0.74425], [4.05498, 2.96019, 0.38102], [3.30114, 2.43561, 1.17299], [4.38319, 2.50180, -0.68949], [5.69209, 4.17433, 0.89685], [4.06316, 4.67275, 1.59067], [4.46018, 4.95392, -0.10735], [0.76370, -5.36971, -0.89705], [0.65276, -4.04329, -0.26504], [-0.45756, -3.73570, 0.12186], [1.64043, -3.33627, -0.18425], [0.15960, -6.11020, -0.38172], [1.77671, -5.75905, -0.94005], [0.38090, -5.25676, -1.91087], [-0.14887, 3.69423, -0.25678], [-1.43697, 4.09868, 0.37799], [-2.06179, 3.22618, 0.94834], [-1.74721, 5.27051, 0.32073], [0.39489, 3.02274, 0.39985], [0.40802, 4.60275, -0.45061], [-0.39676, 3.16826, -1.17677], [-1.93905, -1.22768, -1.82871], [-3.08805, -1.72910, -2.63759], [-3.22884, -2.92549, -2.77303], [-3.83662, -0.87786, -3.09352], [-1.76565, -0.17719, -2.02140], [-1.09463, -1.85783, -2.09564], [-2.22503, -1.43810, -0.80044], [-4.08936, 1.04206, 0.24523], [-4.12952, 1.90916, -0.95289], [-5.21453, 2.32572, -1.27773], [-3.10793, 2.10724, -1.56590], [-4.69897, 1.42788, 1.05120], [-3.04854, 0.93822, 0.53122], [-4.48706, 0.09706, -0.12487], [2.36505, -0.67142, -2.24532], [2.16195, 0.79264, -2.31133], [1.21990, 1.26615, -1.70669], [2.92539, 1.39597, -3.02429], [1.78018, -1.12723, -1.44871], [3.39887, -0.90679, -2.01840], [1.97565, -1.02424, -3.19831], [1.30207, -0.07471, 1.33709], [1.67884, 0.36113, 3.02442], [-0.43069, -0.11097, 1.03778], [1.81495, 0.58824, 0.65290], [1.68989, -1.08629, 1.26966]], "forces_ev_per_angstrom": [[-0.287, -0.678, 0.594], [0.331, 0.718, -0.087], [-0.350, 0.109, -0.128], [0.070, -0.498, 0.035], [-0.138, 0.022, -0.125], [0.077, 0.139, -0.055], [0.229, 0.056, -0.153], [-0.524, 0.092, -0.343], [0.221, 0.494, -0.082], [-0.098, -0.097, 0.040], [0.013, -0.208, 0.008], [-0.006, -0.033, 0.214], [0.294, -0.121, 0.231], [0.082, -0.126, -0.095], [0.153, -0.980, -0.658], [-0.354, -0.035, 0.465], [0.298, 0.104, -0.027], [0.006, -0.077, -0.103], [-0.282, 0.399, 0.199], [0.184, 0.590, 0.118], [-0.029, 0.040, 0.045], [-0.044, 0.061, -0.263], [0.493, -0.024, 0.405], [-0.146, 0.157, -0.046], [-0.143, -0.248, -0.078], [-0.198, -0.023, 0.141], [0.001, 0.004, -0.105], [-0.015, 0.056, 0.044], [-0.006, -0.745, -0.007], [-0.459, 0.880, -0.425], [0.205, 0.022, 0.096], [0.188, -0.446, 0.190], [-0.176, 0.065, 0.004], [0.065, 0.088, 0.120], [0.184, 0.136, 0.054], [0.521, -0.628, -0.191], [-0.529, 0.233, 0.148], [-0.388, 0.218, -0.050], [0.667, -0.045, -0.179], [-0.114, 0.232, -0.164], [-0.056, 0.034, 0.096], [-0.050, -0.057, 0.239], [-0.506, -0.634, 0.517], [0.241, -0.165, -0.040], [-0.039, 0.183, 0.133], [-0.062, 0.250, -0.003], [-0.274, 0.407, 0.002], [0.183, 0.214, -0.614], [0.500, -0.244, -0.059], [0.427, -0.690, 0.589], [-0.027, 0.346, -0.120], [0.002, 0.234, -0.208], [-0.168, 0.248, 0.090], [-0.164, -0.030, -0.410]], "nbo_charge": [-0.488, 0.540, -0.378, -0.385, 0.241, 0.232, 0.229, -0.487, 0.541, -0.391, -0.370, 0.240, 0.234, 0.237, -0.495, 0.537, -0.363, -0.399, 0.247, 0.235, 0.245, -0.486, 0.543, -0.400, -0.369, 0.232, 0.222, 0.257, -0.488, 0.529, -0.381, -0.375, 0.253, 0.217, 0.240, -0.484, 0.546, -0.367, -0.400, 0.244, 0.233, 0.230, -0.496, 0.541, -0.408, -0.346, 0.230, 0.242, 0.237, -0.403, -0.038, -0.024, 0.243, 0.226], "multiplicity": 1, "smiles": "C[N+](=O)[O-].C[N+](=O)[O-].C[N+](=O)[O-].C[N+](=O)[O-].C[N+](=O)[O-].C[N+](=O)[O-].C[N+](=O)[O-].ClCCl"}



{"formula": "C8H23InNO5", "method": "ωB97M-V with the def2-TZVPD basis set", "symbols": ["In", "C", "C", "C", "O", "C", "N", "H", "H", "H", "H", "H", "H", "H", "H", "H", "H", "H", "C", "C", "O", "O", "H", "H", "H", "H", "H", "H", "C", "C", "O", "O", "H", "H", "H", "H", "H", "H"], "xyz": [[-0.00116, 0.02892, -0.14752], [-4.20544, -2.28174, -0.40590], [-2.89276, -1.59888, -0.09231], [-1.85492, -2.43804, 0.61036], [-0.77928, -1.57336, 1.07599], [0.24490, -2.33267, 1.76260], [-2.34003, -1.00160, -1.28103], [-4.71344, -2.46854, 0.54585], [-4.04516, -3.26041, -0.86658], [-4.92468, -1.73079, -1.01025], [-3.11085, -0.76384, 0.58415], [-1.54279, -3.21178, -0.09979], [-2.26096, -2.91469, 1.50494], [-0.12587, -3.10095, 2.43941], [0.96167, -1.61203, 2.14789], [0.82648, -2.95448, 1.06998], [-2.44377, -1.65855, -2.05801], [-2.77197, -0.11558, -1.52817], [2.73888, 0.04271, -2.06790], [2.75020, 1.55433, -1.88868], [1.39908, 1.85422, -1.70232], [1.99950, -0.48577, -0.87865], [3.74533, -0.35515, -2.18312], [2.15368, -0.18163, -2.95954], [3.21132, 1.97292, -2.78333], [3.34611, 1.76295, -0.99830], [1.23852, 2.73473, -2.06303], [2.52008, -1.25163, -0.60033], [1.57850, 2.51783, 2.01732], [0.78019, 3.36637, 1.08629], [-0.40181, 2.56871, 0.76660], [1.83881, 1.29720, 1.35947], [1.08209, 2.47789, 2.98754], [2.55602, 2.97161, 2.19543], [1.35397, 3.68166, 0.20955], [0.40432, 4.33178, 1.43376], [-1.07074, 3.06547, 0.28009], [2.75596, 1.06282, 1.53751]], "forces_ev_per_angstrom": [[0.602, 1.402, -0.319], [-0.232, -1.239, 0.714], [-1.159, 1.393, 1.163], [-0.943, -0.493, -0.523], [0.196, -0.088, -0.374], [1.756, -0.844, -0.536], [1.959, 1.129, -0.183], [-0.010, -0.098, -0.074], [-0.024, 0.033, -0.112], [0.390, 0.362, -0.090], [-0.037, 0.051, 0.067], [0.731, 0.048, 0.300], [-0.062, 0.126, -0.060], [-0.496, 0.786, 0.552], [-0.309, -0.022, 0.761], [-0.271, 0.201, -0.490], [0.565, 0.304, -0.295], [-0.302, -0.218, -0.131], [-0.428, 1.446, -0.919], [1.216, -2.089, 0.135], [-1.282, 0.683, 0.123], [0.278, -0.722, -0.179], [-0.108, -0.424, 0.605], [-0.019, -0.324, 0.152], [-0.214, 0.358, 0.051], [-0.032, 0.482, -0.055], [-0.447, 0.027, 0.042], [-0.332, -0.292, 0.362], [0.503, 1.846, 0.727], [-0.482, 0.908, -0.842], [0.075, -1.636, -0.730], [-0.783, -1.571, -0.428], [-0.080, -0.796, -0.050], [-0.194, 0.352, 0.060], [-0.121, -0.700, -0.259], [0.114, -0.299, 0.861], [0.022, 0.288, 0.024], [-0.039, -0.370, -0.052]], "nbo_charge": [1.980, -0.651, -0.105, -0.087, -0.629, -0.284, -0.752, 0.274, 0.243, 0.270, 0.220, 0.222, 0.264, 0.271, 0.218, 0.205, 0.437, 0.425, -0.086, -0.103, -0.748, -0.839, 0.257, 0.220, 0.248, 0.191, 0.530, 0.552, -0.115, -0.096, -0.732, -0.754, 0.224, 0.232, 0.192, 0.253, 0.526, 0.528], "multiplicity": 1, "charge": 3}



Largest force on an atom values (in eV/Å) by entry order: 5.28; 1.19; 2.42.
Relative energy (zero: lowest compared OMol25 entry of this formula, charge and spin) values (in kcal per mole) by entry order: 91.0; 0.0; 0.0.
Frontier orbital gap values (in eV) by entry order: 10.2; 10.1; 7.0.